# 1
C40H43AuN3OPSTe as an isolated structure. Source: the OMol25 dataset; level of theory: ωB97M-V with the def2-TZVPD basis set.

Positions of all 91 atoms, in Å:
Au (-0.160, 0.526, -0.823)
O (-1.033, 2.889, -2.379)
C (-1.303, 2.151, -1.475)
C (-2.567, 2.411, -0.668)
C (-3.218, 3.636, -0.776)
C (-4.384, 3.852, -0.061)
C (-4.909, 2.841, 0.738)
C (-4.273, 1.614, 0.834)
C (-3.087, 1.395, 0.140)
P (-2.161, -0.173, 0.109)
C (-2.410, -0.957, 1.724)
C (-2.274, -2.342, 1.821)
C (-2.342, -2.968, 3.055)
C (-2.552, -2.219, 4.204)
C (-2.701, -0.842, 4.114)
C (-2.628, -0.213, 2.882)
C (-3.139, -1.198, -1.032)
C (-2.657, -1.411, -2.320)
C (-3.402, -2.142, -3.235)
C (-4.631, -2.666, -2.866)
C (-5.117, -2.459, -1.581)
C (-4.376, -1.728, -0.668)
H (-2.799, 4.396, -1.422)
H (-4.890, 4.807, -0.125)
H (-5.823, 3.012, 1.293)
H (-4.698, 0.836, 1.455)
H (-2.097, -2.932, 0.931)
H (-2.226, -4.042, 3.117)
H (-2.598, -2.707, 5.169)
H (-2.861, -0.252, 5.007)
H (-2.724, 0.862, 2.829)
H (-1.692, -1.014, -2.610)
H (-3.014, -2.304, -4.233)
H (-5.210, -3.242, -3.576)
H (-6.076, -2.869, -1.290)
H (-4.757, -1.582, 0.336)
C (0.836, -5.129, -0.383)
Te (0.551, -3.076, -0.910)
C (2.522, -2.551, -0.297)
H (1.647, -5.544, -0.976)
H (-0.081, -5.675, -0.594)
H (1.065, -5.206, 0.678)
H (2.625, -2.696, 0.776)
H (2.670, -1.504, -0.549)
H (3.231, -3.172, -0.840)
N (-0.765, 3.394, 2.406)
C (-0.033, 2.362, 2.913)
N (-0.062, 1.170, 2.425)
C (0.697, 0.306, 3.196)
C (0.865, -1.051, 2.927)
C (1.660, -1.799, 3.776)
C (2.287, -1.216, 4.879)
C (2.131, 0.133, 5.153)
C (1.328, 0.881, 4.304)
S (0.941, 2.585, 4.359)
H (-1.107, 3.250, 1.467)
H (-0.468, 4.332, 2.615)
H (0.387, -1.489, 2.058)
H (1.801, -2.855, 3.581)
H (2.906, -1.822, 5.527)
H (2.623, 0.585, 6.004)
C (2.524, -1.489, -4.186)
C (2.195, -0.004, -4.356)
C (0.685, 0.226, -4.332)
C (3.043, 0.832, -3.415)
C (4.237, 1.312, -3.934)
C (5.115, 2.049, -3.159)
C (4.792, 2.337, -1.840)
C (3.613, 1.888, -1.267)
C (3.372, 2.284, 0.176)
C (2.160, 3.194, 0.374)
C (3.358, 1.087, 1.127)
C (2.714, 1.086, -2.046)
N (1.607, 0.514, -1.538)
H (1.963, -2.093, -4.904)
H (2.248, -1.821, -3.184)
H (3.588, -1.679, -4.335)
H (2.532, 0.294, -5.354)
H (0.228, -0.270, -3.477)
H (0.252, -0.188, -5.246)
H (0.430, 1.286, -4.278)
H (4.481, 1.102, -4.970)
H (6.044, 2.411, -3.582)
H (5.470, 2.935, -1.242)
H (4.245, 2.888, 0.447)
H (1.232, 2.626, 0.350)
H (2.108, 3.963, -0.400)
H (2.230, 3.689, 1.346)
H (2.523, 0.424, 0.903)
H (3.263, 1.423, 2.163)
H (4.285, 0.515, 1.043)

The calculation puts the LUMO energy (spin up / spin down) at -0.670 / -0.276 eV. The value obtained for the relative energy (zero: lowest compared OMol25 entry of this formula, charge and spin) is 6.8 kcal/mol. The total energy is -79804.046 eV. For the HOMO energy (spin up / spin down), the calculation gives -6.825 / -6.616 eV. The total charge is 0. As for the HOMO-LUMO gap (spin up / spin down): 6.15 / 6.34 eV.

Results of the Mulliken charge analysis, in e, for atoms 1 through 6: 0.231, -0.575, -0.142, -0.173, -0.358, -0.724

# 2
One molecule with the formula C5H9N3. Source: the OMol25 dataset; level of theory: ωB97M-V with the def2-TZVPD basis set.

Positions of all 17 atoms, in Å:
C (0.607, 0.716, 1.322)
C (-0.157, -0.247, 2.191)
C (0.252, 0.395, -0.185)
C (0.815, 1.362, -1.146)
C (-0.894, -1.288, -1.478)
N (-0.975, -1.033, 1.628)
N (-1.771, -1.804, 1.457)
N (-0.271, -0.739, -0.331)
H (0.431, 1.672, 1.617)
H (1.666, 0.680, 1.358)
H (0.490, -0.571, 2.960)
H (0.271, 2.361, -1.399)
H (0.938, 0.901, -2.024)
H (1.747, 1.893, -0.829)
H (-0.312, -2.179, -1.733)
H (-2.049, -1.531, -1.066)
H (-0.788, -0.587, -2.342)

The calculation puts the LUMO energy at 0.841 eV. The value obtained for the relative energy (zero: lowest compared OMol25 entry of this formula, charge and spin) is 115.1 kcal/mol. The total energy is -9796.475 eV. For the HOMO energy, the calculation gives -7.688 eV. The total charge is 0. As for the HOMO-LUMO gap: 8.53 eV.

Results of the Mulliken charge analysis, in e, for atoms 1 through 6: -0.758, -0.351, 0.805, -1.503, -0.780, 0.825

# 3
C39H51IMoN10O4PS as an isolated structure. Source: the OMol25 dataset; level of theory: ωB97M-V with the def2-TZVPD basis set.

Positions of all 108 atoms, in Å:
Mo (-0.088, 1.068, -0.031)
C (-4.501, 2.246, 0.850)
C (-3.502, 3.112, 1.548)
N (-3.957, 4.111, 2.285)
C (-3.102, 4.962, 2.855)
C (-1.743, 4.940, 2.620)
C (-0.881, 6.027, 3.216)
O (-1.271, 7.324, 2.811)
C (-1.240, 3.892, 1.823)
C (0.078, 3.976, 1.230)
N (0.520, 3.054, 0.463)
C (1.570, 3.132, -0.479)
C (2.524, 4.108, -0.699)
C (3.340, 3.936, -1.808)
C (3.167, 2.840, -2.651)
C (2.207, 1.864, -2.404)
C (1.421, 2.011, -1.280)
I (-1.487, 2.179, -2.197)
C (-2.121, 2.884, 1.389)
O (-1.731, 1.733, 0.839)
H (-5.441, 2.788, 0.781)
H (-4.678, 1.325, 1.406)
H (-4.151, 1.985, -0.149)
H (-3.533, 5.733, 3.481)
H (0.181, 5.856, 3.025)
H (-1.004, 6.016, 4.300)
H (-1.261, 7.376, 1.849)
H (0.637, 4.905, 1.312)
H (2.629, 4.977, -0.061)
H (4.103, 4.669, -2.029)
H (3.805, 2.737, -3.520)
H (2.096, 1.019, -3.068)
N (8.063, 2.543, -0.054)
C (6.894, 1.837, -0.052)
C (6.214, 1.590, 1.150)
C (5.042, 0.865, 1.155)
C (4.508, 0.401, -0.044)
C (5.181, 0.617, -1.238)
C (6.359, 1.337, -1.244)
S (3.110, -0.685, -0.023)
O (2.761, -0.946, -1.439)
O (0.643, -2.540, 1.787)
N (1.897, 0.359, 0.611)
C (1.561, 0.197, 1.897)
N (2.302, -0.328, 2.876)
C (1.749, -0.290, 4.078)
C (0.485, 0.244, 4.351)
C (-0.219, 0.745, 3.278)
N (0.326, 0.709, 2.069)
H (8.466, 2.877, 0.801)
H (8.568, 2.701, -0.906)
H (6.623, 1.963, 2.080)
H (4.531, 0.666, 2.089)
H (4.774, 0.215, -2.154)
H (6.882, 1.511, -2.176)
H (2.346, -0.707, 4.882)
H (0.080, 0.268, 5.350)
H (-1.211, 1.172, 3.365)
N (-0.487, -0.582, -0.589)
P (-1.327, -1.900, -1.112)
N (-1.423, -1.709, -2.726)
C (-2.389, -2.470, -3.533)
C (-1.706, -3.556, -4.399)
C (-0.193, -3.537, -4.224)
C (0.307, -2.124, -4.485)
C (-0.284, -1.127, -3.470)
N (-2.848, -2.020, -0.519)
C (-3.844, -1.001, -0.950)
C (-5.217, -1.411, -0.440)
C (-5.266, -1.476, 1.100)
C (-3.856, -1.422, 1.685)
C (-2.957, -2.382, 0.928)
N (-0.554, -3.265, -0.647)
C (0.890, -3.283, -0.439)
C (1.220, -3.592, 1.004)
C (0.653, -4.958, 1.374)
C (-0.843, -5.054, 1.060)
C (-1.167, -4.568, -0.355)
H (-2.944, -1.764, -4.156)
H (-3.102, -2.938, -2.858)
H (-1.934, -3.372, -5.450)
H (-2.113, -4.538, -4.153)
H (0.271, -4.242, -4.914)
H (0.075, -3.849, -3.211)
H (0.013, -1.837, -5.498)
H (1.396, -2.076, -4.443)
H (-0.618, -0.211, -3.963)
H (0.482, -0.840, -2.752)
H (-3.850, -0.948, -2.034)
H (-3.558, -0.011, -0.583)
H (-5.453, -2.390, -0.864)
H (-5.960, -0.715, -0.830)
H (-5.738, -2.410, 1.412)
H (-5.881, -0.676, 1.510)
H (-3.866, -1.724, 2.734)
H (-3.441, -0.412, 1.642)
H (-3.394, -3.381, 0.995)
H (-1.961, -2.421, 1.371)
H (1.319, -2.342, -0.761)
H (1.327, -4.071, -1.064)
H (0.911, -2.669, 2.703)
H (2.310, -3.588, 1.119)
H (0.825, -5.154, 2.435)
H (1.208, -5.720, 0.819)
H (-1.399, -4.478, 1.797)
H (-1.173, -6.090, 1.147)
H (-2.238, -4.523, -0.537)
H (-0.742, -5.282, -1.072)

The calculation puts the LUMO energy at -3.926 eV. The value obtained for the relative energy (zero: lowest compared OMol25 entry of this formula, charge and spin) is 27.3 kcal/mol. The total energy is -94439.671 eV. For the HOMO energy, the calculation gives -9.976 eV. The total charge is +1. As for the HOMO-LUMO gap: 6.05 eV.

Results of the Mulliken charge analysis, in e, for atoms 1 through 6: -3.498, -0.767, 0.232, -0.681, -0.905, 0.771

# 4
One molecule with the formula C16H18FNO2. Source: the OMol25 dataset; level of theory: ωB97M-V with the def2-TZVPD basis set.

Positions of all 38 atoms, in Å:
C (0.660, 3.188, 0.432)
C (0.933, 2.553, -0.928)
H (1.951, 2.812, -1.227)
H (0.263, 2.989, -1.671)
C (0.759, 1.013, -0.957)
N (0.750, 0.398, 0.343)
C (1.847, 0.195, 1.129)
C (1.445, -0.450, 2.275)
C (0.065, -0.664, 2.172)
C (-0.351, -0.128, 0.970)
C (-1.707, -0.167, 0.440)
C (-2.327, 0.911, -0.194)
C (-3.628, 0.817, -0.654)
C (-4.320, -0.365, -0.469)
C (-3.745, -1.449, 0.168)
C (-2.444, -1.343, 0.616)
H (-1.975, -2.184, 1.101)
H (-4.312, -2.357, 0.300)
F (-5.592, -0.460, -0.919)
H (-4.109, 1.649, -1.142)
H (-1.809, 1.849, -0.313)
H (-0.565, -1.129, 2.904)
H (2.077, -0.735, 3.092)
C (3.241, 0.560, 0.742)
H (3.254, 1.305, -0.053)
H (3.749, 0.982, 1.611)
C (4.045, -0.679, 0.289)
C (3.472, -1.240, -0.983)
O (2.654, -2.114, -1.068)
O (3.970, -0.619, -2.068)
H (3.593, -0.997, -2.878)
H (3.992, -1.444, 1.062)
H (5.081, -0.391, 0.110)
H (1.564, 0.573, -1.552)
H (-0.181, 0.750, -1.445)
H (-0.337, 2.950, 0.793)
H (0.746, 4.269, 0.353)
H (1.375, 2.842, 1.174)

The calculation puts the LUMO energy at 0.610 eV. The value obtained for the relative energy (zero: lowest compared OMol25 entry of this formula, charge and spin) is 0.0 kcal/mol. The total energy is -25187.373 eV. For the HOMO energy, the calculation gives -7.576 eV. The total charge is 0. As for the HOMO-LUMO gap: 8.19 eV.

Results of the Mulliken charge analysis, in e, for atoms 1 through 6: -1.080, -0.510, 0.410, 0.394, -0.808, 0.561